173
Properties=species:S:1:pos:R:3:forces:R:3 method="wB97M-V/def2-TZVPD" largest_force_ev_per_a=5.95 homo_lumo_gap_ev=7.59 molar_mass_g_mol=1264.464 charge=0
S 16.1124 10.1989 18.7650 -2.09 -0.54 -0.22
S 15.0248 14.7201 22.8801 0.27 0.45 0.43
S 15.8586 17.8434 19.7841 -0.31 -0.56 1.20
P 14.2918 22.3806 20.6219 0.08 -2.26 -1.06
P 8.3505 17.0543 19.8085 1.44 -1.20 -0.53
P 14.7297 16.2309 11.6511 0.92 -1.47 -0.37
O 12.4063 20.4582 15.0853 0.85 -0.19 0.23
O 14.4672 17.2998 19.9138 -0.62 0.16 -0.58
O 7.2815 14.2022 16.4635 -1.43 1.95 -1.35
O 12.5831 12.5186 18.1700 0.06 -0.07 -0.46
O 9.6452 12.3460 9.7390 0.53 -0.45 -4.79
O 17.3979 10.0325 19.3912 2.53 -0.27 1.43
O 9.1483 13.3209 15.8570 0.70 0.34 -1.22
O 15.6029 16.7519 10.5745 -0.80 0.17 -0.35
O 13.7739 14.0772 19.0224 0.33 0.16 0.02
O 15.3738 21.6562 21.3572 -0.49 0.68 -0.62
O 7.4223 15.8938 19.8202 0.20 0.50 0.17
O 10.7454 19.4294 15.9862 -0.04 -0.39 0.22
O 9.8060 11.7086 11.7528 0.20 0.65 -0.25
O 15.8060 15.8728 23.4198 0.11 -0.13 -0.06
N 13.0797 21.3650 19.9073 0.71 0.55 0.02
N 11.2636 20.0781 15.1141 -0.90 1.60 -1.32
N 13.5026 23.4035 21.6099 -1.07 0.36 1.03
N 9.8482 16.5999 20.4665 -1.31 -0.05 -0.35
N 13.4318 15.3392 11.1446 -0.22 -0.32 -0.66
N 14.0961 17.3828 12.6596 0.55 0.76 0.96
N 13.0741 13.6311 18.1403 -0.55 0.69 0.10
N 14.8731 23.2591 19.3194 1.25 -1.53 -0.28
N 8.2459 13.5426 16.6141 0.87 -2.97 3.54
N 7.7083 18.3587 20.5335 0.35 1.72 0.03
N 15.5914 15.1474 12.5538 -0.29 0.24 2.00
N 8.8322 17.6949 18.3748 0.23 0.27 -2.37
N 9.6024 12.5401 10.8717 -1.58 1.37 5.57
C 11.6247 14.8726 14.9029 0.09 0.86 1.17
C 7.2183 13.0617 18.8228 0.67 0.75 -0.09
C 12.7680 14.2984 11.8874 0.45 -0.63 0.79
C 9.9633 15.2692 20.9417 0.03 -1.28 1.13
C 14.0167 23.7369 22.9271 1.36 1.01 -0.91
C 13.3625 20.7442 18.5786 -0.32 2.24 -0.46
C 10.0673 21.6999 11.8350 1.11 -0.78 1.48
C 12.2198 23.9466 21.3432 -2.29 2.06 -0.98
C 12.8647 15.6085 9.8529 0.81 1.24 -0.92
C 10.4000 20.5547 13.9610 -1.67 -0.72 0.28
C 12.7180 14.5568 17.0173 -1.02 -1.39 -0.76
C 13.0337 15.8896 17.0883 0.86 -0.15 -0.54
C 8.8760 21.0212 11.6798 0.03 0.93 -0.71
C 8.7851 14.1444 12.6801 -0.67 -0.24 1.85
C 8.5550 16.2590 10.9312 1.26 -1.44 -1.40
C 8.3826 20.2289 12.6868 -0.15 -1.34 0.84
C 9.1170 19.9984 13.8558 0.86 0.35 -1.23
C 8.2464 16.4358 12.2354 -0.96 0.99 1.48
C 12.6925 16.7270 16.0316 -0.41 -0.74 0.47
C 14.0098 23.9163 18.3997 0.05 0.84 -0.62
C 8.3513 15.3910 13.1398 0.04 -0.22 -0.88
C 14.2531 13.9321 24.2798 0.36 0.21 0.57
C 15.6503 15.0862 14.0587 -0.56 0.65 -1.66
C 16.1951 9.4148 17.2119 -0.87 -0.05 -1.55
C 13.0967 18.2316 12.0436 -0.21 1.41 -0.35
C 11.9495 16.2253 14.9747 0.61 -0.21 0.58
C 11.1579 17.1848 20.3321 -0.72 0.46 -0.74
C 11.9753 14.0293 15.9391 0.57 -0.60 0.26
C 9.1716 11.7078 18.1873 0.42 1.26 -0.78
C 13.4883 15.3420 22.3177 -1.74 0.17 0.52
C 16.8649 16.3726 19.5692 0.58 -0.40 1.16
C 7.0733 12.2662 19.9557 0.29 -0.14 0.61
C 16.2687 14.0767 11.8078 -1.09 0.29 1.20
C 16.1841 22.8505 18.7068 -1.21 0.69 0.15
C 15.1820 18.1763 13.2456 -0.40 2.16 -0.55
C 6.7668 18.1300 21.5966 1.46 -0.51 0.81
C 8.2597 12.7437 17.9487 -0.40 0.25 -0.42
C 16.0282 11.8659 18.2266 0.12 0.11 0.50
C 8.4947 19.6003 20.7346 -1.79 0.32 -0.63
C 7.9766 11.2375 20.2323 -0.34 0.07 -1.92
C 7.9407 18.5482 17.5417 0.28 -0.61 1.28
C 9.0746 13.9345 11.3586 0.96 -0.44 -0.43
C 16.2811 18.3452 21.4794 -0.25 1.37 -1.41
C 8.9986 10.9672 19.3236 0.54 -0.81 1.00
C 12.1882 20.5184 20.7241 0.79 -0.33 -0.18
C 10.8440 21.4383 13.0089 0.43 0.09 -1.04
C 9.0187 14.9957 10.4888 -0.17 0.98 0.00
C 9.6421 16.8776 17.4383 0.15 -2.13 1.33
H 15.8756 17.6830 22.2409 -0.06 -0.01 -0.18
H 9.1239 16.5831 16.4954 0.08 0.46 0.68
H 15.7277 17.5929 13.9485 0.60 -0.32 0.43
H 9.2891 19.4859 21.4449 0.39 -0.08 0.71
H 13.0501 14.8689 9.0826 -0.42 -1.11 0.26
H 16.5537 15.6177 14.3842 -0.01 -0.52 0.26
H 17.0579 13.7023 12.4390 0.27 -0.37 0.15
H 16.7495 22.5047 19.5502 0.58 -0.69 -0.02
H 15.9499 19.4198 21.4860 0.04 -1.01 0.46
H 11.1577 20.7948 20.5887 -0.58 0.58 0.25
H 12.3457 17.6082 11.6309 -0.87 -0.66 -0.51
H 10.5820 17.3281 17.2157 0.36 0.73 -0.35
H 13.6212 14.6570 24.8437 0.57 -0.63 -0.38
H 11.6813 16.9200 14.2236 -0.43 0.37 -0.91
H 8.8277 13.3636 13.4305 0.17 -0.22 -0.31
H 7.1917 18.9655 18.2069 -0.24 0.17 -0.20
H 6.2907 12.4505 20.6816 -0.06 0.21 -0.17
H 16.6486 16.0226 18.5834 -0.36 -0.40 -0.64
H 11.6023 17.4753 21.2857 0.01 -0.05 -0.01
H 10.4358 14.5483 20.2495 0.14 0.35 -0.10
H 16.2578 8.3656 17.3406 0.12 -1.13 0.53
H 11.7033 12.9643 15.8487 0.24 0.73 0.46
H 9.4111 14.9365 9.5000 -0.05 -0.38 -0.67
H 15.2087 11.9544 17.5232 -0.12 0.38 0.01
H 17.0100 9.6736 16.5471 0.27 0.58 0.09
H 13.6878 16.2196 17.8606 0.08 0.42 0.85
H 13.7182 13.0874 23.9008 -0.76 -0.43 -0.21
H 14.7374 19.0575 13.7838 0.30 -0.87 -0.30
H 7.5057 19.6021 12.4971 0.06 0.55 0.25
H 6.2024 17.2731 21.3386 -0.83 -0.78 -0.12
H 16.7105 14.5266 10.9620 0.44 0.17 -1.24
H 12.9353 17.7658 16.1196 0.15 0.44 -0.19
H 13.8261 21.4976 17.8614 -0.53 -0.92 1.05
H 7.7512 20.3962 21.0693 1.12 -0.89 -0.29
H 12.1989 19.4854 20.3679 0.55 0.16 0.00
H 9.0109 14.8247 21.2129 -0.14 0.14 0.01
H 11.8073 16.5100 19.7909 0.48 -0.41 0.08
H 7.3646 17.8655 22.5107 -0.94 0.57 -0.16
H 11.8640 21.7673 13.1432 0.02 0.45 -0.28
H 11.4010 23.6439 22.0385 0.85 0.10 0.13
H 14.4919 24.7252 22.9513 -0.48 0.41 -0.28
H 16.0636 22.1098 17.8585 0.19 0.69 1.00
H 13.2781 23.7400 23.7043 -0.45 -0.57 0.33
H 11.0001 14.5180 14.1293 -0.40 -0.39 -0.65
H 14.7781 15.6109 14.4926 0.33 -0.39 -0.22
H 7.8217 10.5031 20.9793 -0.20 -0.12 1.08
H 6.1462 19.0021 21.6777 -0.34 0.33 0.52
H 12.9089 15.8286 23.1852 0.98 -0.43 -1.45
H 7.8606 17.4013 12.6018 0.34 -0.50 -0.28
H 15.0560 13.5100 24.8664 0.19 0.15 0.49
H 9.7073 10.1481 19.5393 -0.44 0.53 -0.15
H 7.4888 17.8627 16.8226 -0.29 0.50 -0.29
H 10.5745 15.3392 21.8465 0.09 -0.51 0.08
H 13.5971 15.9420 21.4280 0.24 0.60 -0.02
H 14.1029 23.5898 17.3701 0.55 -0.33 -0.34
H 8.5182 19.3523 17.0802 -0.10 -0.20 -0.14
H 15.8539 18.6202 12.4525 -0.48 -0.60 0.75
H 15.8608 12.3555 19.1900 -0.16 0.56 -0.49
H 15.5525 13.2741 11.5471 0.44 0.18 -0.04
H 8.0305 15.5817 14.1496 0.19 -0.44 0.33
H 12.9398 14.4589 21.9841 -0.20 -0.09 0.10
H 8.8303 19.2679 14.5632 -0.51 -0.52 0.70
H 15.6203 14.0332 14.3270 0.18 0.03 0.38
H 10.0903 11.5705 17.6075 -0.69 0.02 -0.21
H 15.2280 9.5688 16.7172 0.16 0.17 -0.08
H 12.4648 13.4981 11.1953 0.14 0.11 0.22
H 16.6689 23.7736 18.3524 -0.14 -0.35 -0.16
H 14.0408 19.9267 18.6776 0.32 -0.90 -0.04
H 14.2187 24.9761 18.4055 -0.08 0.55 -0.10
H 17.3502 18.3642 21.4624 0.87 -0.02 0.42
H 14.8842 23.1376 23.0704 0.25 -1.08 0.77
H 9.9641 15.8914 17.9135 -0.62 1.05 -0.34
H 11.7953 15.8899 9.8899 0.48 0.02 -0.10
H 12.9760 23.7645 18.5702 -1.07 -0.09 0.70
H 8.9331 19.9271 19.7928 -0.01 -0.04 -0.04
H 13.5267 16.3753 9.4102 -0.86 0.46 0.24
H 11.8865 14.6534 12.4141 -0.30 0.17 -0.26
H 11.0504 18.0204 19.6717 0.16 0.84 -0.17
H 12.4088 20.4570 18.0943 0.46 -0.13 0.40
H 10.4662 22.2727 11.0096 0.09 0.21 0.24
H 6.7046 14.0399 18.6803 0.05 -1.28 0.12
H 8.5875 17.0646 10.2244 -0.22 0.32 -0.18
H 12.4706 20.4623 21.7831 -0.09 0.36 -0.21
H 12.1508 25.1159 21.2636 0.56 -1.88 0.42
H 8.3545 21.1477 10.7307 -0.08 -0.19 0.33
H 13.5006 18.8505 11.1841 -0.24 -0.42 0.94
H 16.6764 15.5591 20.3344 0.07 1.13 -0.77
H 17.9185 16.6678 19.5550 -0.05 -0.05 0.23
H 12.5467 18.9193 12.7601 1.06 -0.77 -0.48
H 11.8053 23.6270 20.3826 0.43 -0.17 -0.01
H 13.4025 13.8616 12.7001 -0.23 0.35 -0.83
H 17.0033 12.1227 17.8258 0.05 0.19 -0.21